No. 1
Here is a cluster of 2 separate species, C7H18N2 in total at a distorted geometry from the Open Molecules 2025 dataset. Energies are from wB97M-V/def2-TZVPD.

```
27
Properties=species:S:1:pos:R:3
H 0.6923 -2.4877 -0.7463
N -0.1317 -1.9967 -1.0776
C -0.9570 -1.6354 -0.1598
N -0.6942 -1.4488 1.1575
C 0.5677 -1.8370 1.7447
C -1.7033 -0.9376 2.0543
H -1.9271 -1.2726 -0.4742
H 1.4031 -1.5238 1.1188
H 0.7024 -1.3589 2.7160
H 0.6264 -2.9235 1.8836
H -2.6166 -0.7079 1.5072
H -1.3455 -0.0209 2.5379
H -1.9325 -1.6698 2.8394
C -1.0018 1.3004 -1.1722
C 0.6509 1.2373 -0.7184
C 1.1201 2.6770 -0.5925
C 1.4207 0.4168 -1.6804
H -1.6624 1.5756 -0.3522
H -1.0261 2.0779 -1.9330
H -1.3299 0.3985 -1.6842
H 0.6499 0.7649 0.2652
H 1.1050 3.1766 -1.5609
H 0.4810 3.2384 0.0885
H 2.1335 2.7105 -0.2009
H 2.4195 0.1450 -1.3437
H 0.8916 -0.7615 -1.5465
H 1.4641 0.8630 -2.6702
```

The highest occupied orbital energy comes out at -8.2 eV. Its net charge is 0. The value obtained for the energy above the lowest of the compared OMol25 structures with the same formula, charge and spin is 52.75 kcal per mole. As for the energy: -386.94546 Eh. The calculation puts the frontier orbital gap at 8.937 eV.

No. 2
Here is a cluster of 2 separate species, C6H8BrNO in total at a distorted geometry from the Open Molecules 2025 dataset. Energies are from wB97M-V/def2-TZVPD.

```
17
Properties=species:S:1:pos:R:3
Br -2.2701 2.1173 -1.1788
C -0.6689 1.0479 -0.9611
N -0.6611 -0.1297 -1.4288
C 0.3721 -1.0010 -0.9877
C 1.7937 -0.4525 -0.8801
C 1.5657 0.8221 -0.0256
C 0.4461 1.5615 -0.0963
H 0.3634 -1.7718 -1.6938
H 0.0115 -1.4802 0.0156
H 2.3789 -0.0704 -1.7262
H 2.4405 -0.9714 -0.2620
H 2.2976 1.0811 0.6502
H 0.3271 2.4717 0.5853
C -2.0947 -0.8104 1.9889
O -0.9312 -0.5905 1.9701
H -2.7418 -1.2419 2.9173
H -2.6288 -0.5817 1.1132
```

The highest occupied orbital energy comes out at -9.3 eV. Its net charge is 0. The value obtained for the energy above the lowest of the compared OMol25 structures with the same formula, charge and spin is 24.87 kcal per mole. As for the energy: -2937.33851 Eh. The calculation puts the frontier orbital gap at 9.931 eV.

No. 3
Here is a structure of composition C16H40N5OPtSi2 from the Open Molecules 2025 dataset. Energies are from wB97M-V/def2-TZVPD.

```
65
Properties=species:S:1:pos:R:3
Pt -0.6883 -0.3637 1.0345
N -2.4317 2.1854 0.8670
C -2.8803 2.1714 2.2526
C -1.8315 1.6377 3.2287
N -1.2960 0.2503 3.0668
C -2.1951 -0.8183 3.5522
C -3.1240 -1.2900 2.4458
N -2.3112 -1.6158 1.2490
H -1.7854 2.9505 0.7088
H -3.2064 2.3274 0.2306
H -3.7950 1.5842 2.3189
H -3.1423 3.1680 2.6255
H -2.2646 1.7220 4.2314
H -0.9610 2.2960 3.1965
H -0.4554 0.2281 3.6329
H -2.7771 -0.4874 4.4172
H -1.5669 -1.6534 3.8654
H -3.8351 -0.5166 2.1715
H -3.6935 -2.1597 2.7768
H -2.9047 -1.7181 0.4316
H -1.8603 -2.5195 1.3801
N 1.0867 0.5578 1.0789
C 2.1277 0.9588 0.7801
N 3.3194 1.4061 0.5009
C 3.5310 2.7560 -0.0460
C 4.8467 3.2844 0.4972
O 5.9007 2.3862 0.2141
C 5.7026 1.1418 0.8547
C 4.4445 0.4676 0.3375
H 2.6984 3.3933 0.2465
H 3.5716 2.6999 -1.1369
H 4.7678 3.4449 1.5798
H 5.0947 4.2292 0.0173
H 5.6314 1.2830 1.9404
H 6.5728 0.5264 0.6348
H 4.2288 -0.4423 0.8950
H 4.5569 0.2232 -0.7221
C 0.1650 -3.3767 -2.8741
Si -0.6888 -2.7267 -1.3392
C -2.5392 -2.9081 -1.7137
C -0.1936 -3.8960 0.0719
C -0.1728 -0.9806 -0.8841
Si -0.5406 0.3337 -2.1843
C -2.3421 0.2867 -2.7218
C -0.1468 2.1225 -1.6758
C 0.5281 0.0599 -3.7043
H -0.0404 -4.4471 -2.9622
H 1.2490 -3.2513 -2.8312
H -0.1958 -2.9005 -3.7853
H -2.8870 -3.9205 -1.4948
H -2.6841 -2.7497 -2.7845
H -3.2193 -2.2023 -1.2304
H 0.5432 -4.6145 -0.2922
H -1.0305 -4.4873 0.4561
H 0.2710 -3.3556 0.9009
H 0.9272 -1.0775 -0.8806
H -3.0280 0.0673 -1.9009
H -2.4862 -0.4884 -3.4779
H -2.6438 1.2350 -3.1716
H -0.9534 2.7924 -1.9845
H 0.7526 2.4571 -2.2002
H 0.0110 2.2592 -0.6101
H 0.3156 -0.8683 -4.2315
H 1.5900 0.0596 -3.4436
H 0.3639 0.8829 -4.4058
```

The highest occupied orbital energy comes out at -11.2 eV. Its net charge is +1. The value obtained for the energy above the lowest of the compared OMol25 structures with the same formula, charge and spin is 0.00 kcal per mole. As for the energy: -1680.82109 Eh. The calculation puts the frontier orbital gap at 8.903 eV.

No. 4
Here is a cluster of 2 separate species, C5H15NO2 in total at a distorted geometry from the Open Molecules 2025 dataset. Energies are from wB97M-V/def2-TZVPD.

```
23
Properties=species:S:1:pos:R:3
C -0.0776 -2.9640 -0.4946
C 1.2484 -2.2892 -0.8914
C 1.5209 -0.9292 -0.2886
C 0.3379 0.1371 -0.1155
N -0.3788 0.4445 -1.3661
C 0.8967 1.4422 0.5566
O 0.2840 1.6769 1.8231
H 0.2914 -4.0233 -0.4822
H -0.9568 -2.5618 -1.1212
H -0.6269 -2.6474 0.4660
H 1.2915 -2.0840 -1.9847
H 2.0953 -2.9267 -0.6031
H 2.1269 -0.2340 -0.9906
H 2.3380 -0.7725 0.5566
H -0.3801 -0.5111 0.3334
H -0.3524 -0.2044 -2.1440
H -1.3151 0.6719 -1.1237
H 0.8006 2.3114 -0.0926
H 1.9766 1.3698 0.6635
H 0.6610 0.9638 2.3769
O -3.2257 2.1243 0.6713
H -2.2889 1.8236 0.9759
H -3.0343 2.9222 0.1780
```

The highest occupied orbital energy comes out at -9.1 eV. Its net charge is 0. The value obtained for the energy above the lowest of the compared OMol25 structures with the same formula, charge and spin is 68.97 kcal per mole. As for the energy: -404.64516 Eh. The calculation puts the frontier orbital gap at 9.884 eV.